# C19H24F5N2O13PS

3 unconnected molecules or ions with the total composition C19H24F5N2O13PS (ωB97M-V/def2-TZVPD, the Open Molecules 2025 dataset).

Results
- total energy (Eh) = -3065.0134
- LUMO level (eV) = -1.105
- SMILES = CCNc1ccc(CP(=O)(O)O)c2c1C(=O)N(S(=O)(=O)C(F)(F)C(F)(F)F)C2=O.COC(=O)OC.COC(=O)OC
- Kohn-Sham gap (eV) = 8.70

The geometry in XYZ format:
```
65
Properties=species:S:1:pos:R:3:nbo_charge:R:1
C 0.970 -5.797 -0.170 -0.624
C 1.000 -5.280 -1.587 -0.212
N -0.147 -4.415 -1.945 -0.655
C -0.784 -3.689 -0.895 0.207
C -2.126 -3.976 -0.614 -0.179
C -2.846 -3.315 0.375 -0.175
C -2.250 -2.322 1.165 0.019
C -2.982 -1.560 2.254 -0.854
P -4.614 -0.940 1.761 2.347
O -4.987 0.213 2.575 -1.091
O -5.666 -2.145 1.903 -0.977
O -4.443 -0.612 0.215 -0.971
C -0.921 -2.029 0.869 -0.074
C -0.206 -2.673 -0.133 -0.178
C 1.151 -2.092 -0.223 0.696
O 2.130 -2.478 -0.737 -0.452
N 1.103 -0.871 0.609 -0.785
S 1.110 0.550 -0.245 2.247
O 2.070 0.437 -1.286 -0.885
O -0.223 0.930 -0.587 -0.898
C 1.650 1.776 1.039 0.378
F 2.633 1.230 1.756 -0.287
F 0.612 2.038 1.832 -0.284
C 2.131 3.126 0.440 0.924
F 3.011 2.953 -0.526 -0.293
F 2.710 3.802 1.434 -0.298
F 1.098 3.813 -0.005 -0.289
C -0.022 -1.032 1.506 0.689
O -0.105 -0.514 2.564 -0.480
H 1.168 -5.032 0.574 0.203
H 1.769 -6.526 -0.073 0.226
H 0.041 -6.309 0.064 0.209
H 1.950 -4.806 -1.806 0.199
H 0.945 -6.148 -2.242 0.191
H 0.091 -3.777 -2.692 0.384
H -2.589 -4.739 -1.217 0.237
H -3.884 -3.568 0.522 0.219
H -3.099 -2.208 3.120 0.257
H -2.403 -0.694 2.534 0.293
H -5.262 -2.865 2.400 0.505
H -5.323 -0.444 -0.155 0.516
C 4.447 1.866 -3.150 -0.256
O 5.413 1.084 -3.859 -0.492
C 6.651 1.183 -3.384 0.978
O 6.999 1.853 -2.447 -0.645
O 7.446 0.411 -4.127 -0.495
C 8.816 0.423 -3.723 -0.255
H 3.492 1.689 -3.634 0.198
H 4.385 1.549 -2.113 0.200
H 4.696 2.924 -3.208 0.188
H 8.919 0.054 -2.704 0.192
H 9.230 1.426 -3.799 0.192
H 9.340 -0.240 -4.405 0.194
C -3.426 2.772 2.286 -0.272
O -3.517 4.137 2.723 -0.494
C -4.520 4.817 2.184 0.978
O -5.316 4.401 1.382 -0.647
O -4.497 6.058 2.680 -0.497
C -5.530 6.906 2.180 -0.255
H -2.566 2.338 2.792 0.187
H -4.314 2.207 2.549 0.235
H -3.263 2.731 1.209 0.186
H -6.511 6.508 2.434 0.191
H -5.444 7.021 1.101 0.191
H -5.393 7.870 2.660 0.192
```